# C27H59BF3N2O4Si2

C27H59BF3N2O4Si2 as an isolated structure at a distorted geometry (wB97M-V/def2-TZVPD, the Open Molecules 2025 dataset).

Each line ends with the Löwdin charge.
CARTESIAN COORDINATES (ANGSTROEM)
C  -1.01  0.81  4.06  -0.11
C  -0.03  0.72  5.22  -0.26
C  1.36  1.30  4.92  -0.21
C  2.07  0.65  3.73  -0.20
C  2.26  1.55  2.49  -0.21
C  1.75  0.91  1.21  -0.23
C  1.93  1.74  -0.07  -0.21
C  0.83  1.49  -1.09  -0.21
C  0.68  0.01  -1.51  -0.22
C  -0.55  -0.68  -0.92  -0.22
C  -0.93  -2.03  -1.58  -0.19
C  -0.94  -3.23  -0.62  -0.21
C  -2.28  -3.48  0.08  -0.25
C  -2.56  -2.42  1.16  -0.23
Si  -4.06  -2.74  2.23  0.69
O  -4.99  -1.38  2.48  -0.26
Si  -5.41  -0.27  1.34  0.40
C  -6.22  -1.04  -0.13  -0.15
N  -6.50  0.83  2.14  -0.16
C  -7.11  1.84  1.24  -0.10
C  -6.02  1.42  3.36  -0.53
C  -4.85  2.36  3.26  -0.01
O  -6.52  1.15  4.43  0.12
B  -5.28  -4.28  1.70  -0.62
O  -4.81  -5.48  1.17  0.11
O  -6.62  -4.15  1.91  0.15
C  -3.37  -3.17  3.98  -0.62
F  -4.31  -3.75  4.75  0.10
F  -2.34  -4.04  3.94  0.09
F  -2.92  -2.10  4.67  0.09
H  -0.64  0.29  3.17  0.05
H  -1.18  1.86  3.78  0.08
H  -1.98  0.37  4.32  0.06
H  -0.45  1.24  6.08  0.11
H  0.09  -0.33  5.52  0.11
H  1.97  1.18  5.82  0.10
H  1.27  2.38  4.77  0.10
H  3.05  0.28  4.05  0.11
H  1.51  -0.24  3.42  0.10
H  1.70  2.48  2.64  0.11
H  3.32  1.82  2.38  0.11
H  0.68  0.72  1.34  0.10
H  2.22  -0.08  1.08  0.12
H  1.93  2.80  0.21  0.11
H  2.91  1.51  -0.52  0.08
H  0.98  2.11  -1.98  0.10
H  -0.11  1.83  -0.64  0.11
H  0.64  -0.05  -2.60  0.10
H  1.58  -0.54  -1.20  0.11
H  -0.37  -0.86  0.14  0.09
H  -1.40  0.00  -0.97  0.11
H  -0.27  -2.25  -2.42  0.10
H  -1.94  -1.92  -1.99  0.11
H  -0.66  -4.13  -1.17  0.11
H  -0.17  -3.09  0.15  0.11
H  -3.08  -3.48  -0.67  0.11
H  -2.26  -4.47  0.55  0.11
H  -1.70  -2.41  1.84  0.09
H  -2.58  -1.42  0.71  0.06
H  -4.21  0.47  0.88  0.03
H  -7.14  -1.58  0.12  0.05
H  -6.46  -0.28  -0.88  0.03
H  -5.53  -1.74  -0.61  0.03
H  -8.16  1.61  1.10  0.09
H  -7.05  2.83  1.69  0.09
H  -6.61  1.90  0.27  0.07
H  -4.88  2.96  2.35  0.08
H  -3.93  1.77  3.23  0.07
H  -4.82  2.99  4.15  0.09
H  -5.02  -5.59  0.24  0.11
H  -6.85  -3.33  2.36  0.09
C  6.02  3.14  -6.22  -0.09
C  4.75  2.77  -5.46  -0.21
C  5.00  2.30  -4.02  -0.11
N  4.82  0.82  -3.77  -0.26
C  3.39  0.44  -3.96  0.02
C  5.73  -0.01  -4.63  -0.09
C  6.97  -0.23  -3.78  -0.13
C  6.35  -0.51  -2.41  -0.13
C  5.23  0.52  -2.32  -0.08
H  6.66  2.27  -6.42  0.07
H  5.78  3.59  -7.18  0.08
H  6.62  3.86  -5.66  0.08
H  4.18  2.03  -6.02  0.10
H  4.12  3.66  -5.41  0.12
H  4.33  2.79  -3.32  0.14
H  6.03  2.53  -3.72  0.13
H  3.10  0.60  -4.99  0.11
H  2.78  1.04  -3.30  0.09
H  3.28  -0.61  -3.71  0.12
H  5.22  -0.95  -4.82  0.14
H  5.90  0.49  -5.58  0.12
H  7.58  0.68  -3.76  0.12
H  7.59  -1.04  -4.16  0.13
H  7.06  -0.41  -1.59  0.13
H  5.94  -1.52  -2.39  0.13
H  5.57  1.46  -1.88  0.13
H  4.36  0.18  -1.78  0.11

orbital gap	8.5	eV
strongest force on any atom	1.08	eV/A
HOMO level	-10.9	eV
total charge	+1
E_LUMO	-0.08647	Eh

***

# C27H59ClF3N5O13S2

A 4-piece molecular cluster, C27H59ClF3N5O13S2 overall at a distorted geometry (wB97M-V/def2-TZVPD, the Open Molecules 2025 dataset).

Each line ends with the Löwdin charge.
CARTESIAN COORDINATES (ANGSTROEM)
C  -2.86  3.92  -0.92  -0.08
C  -2.50  5.35  -0.58  -0.23
C  -1.61  6.15  -1.55  -0.59
Cl  -2.59  7.27  -2.53  0.74
C  -0.55  5.42  -2.43  -0.31
S  -1.28  4.41  -3.89  0.82
O  -2.70  4.48  -3.78  -0.28
O  -0.69  4.90  -5.09  -0.24
C  -0.88  2.56  -3.91  -0.69
F  -1.76  1.88  -3.22  0.17
F  0.34  2.25  -3.53  0.17
F  -1.01  2.25  -5.18  0.17
O  0.03  6.53  -3.19  -0.25
S  1.56  6.31  -3.61  0.62
O  2.31  7.33  -2.97  -0.21
O  1.75  6.08  -4.99  -0.19
O  1.67  4.91  -2.85  -0.15
C  0.75  4.95  -1.69  -0.44
N  1.22  5.92  -0.76  0.16
N  0.86  3.60  -1.17  -0.05
C  2.23  3.08  -1.12  -0.02
C  0.12  3.21  -0.01  -0.47
C  -0.19  1.74  0.03  0.01
O  -0.18  3.96  0.89  0.12
H  -3.65  3.87  -1.66  0.08
H  -2.04  3.33  -1.30  0.04
H  -3.24  3.45  -0.02  0.06
H  -2.04  5.41  0.40  0.10
H  -3.43  5.90  -0.49  0.10
H  -1.00  6.80  -0.94  0.09
H  2.22  6.03  -0.83  0.11
H  0.80  6.83  -0.84  0.09
H  2.93  3.80  -0.69  0.10
H  2.23  2.21  -0.47  0.10
H  2.57  2.75  -2.09  0.09
H  -1.26  1.57  -0.09  0.08
H  0.20  1.29  0.94  0.09
H  0.30  1.24  -0.80  0.07
C  -9.29  3.66  4.03  -0.12
O  -8.08  3.55  4.74  -0.20
C  -7.77  2.23  5.16  -0.22
C  -6.49  1.76  4.49  -0.22
N  -6.70  1.56  3.06  -0.05
C  -5.48  1.30  2.31  -0.20
C  -4.45  2.42  2.21  -0.22
O  -4.89  3.54  1.48  -0.20
C  -5.56  4.54  2.24  -0.08
H  -9.45  4.72  3.82  0.09
H  -9.26  3.11  3.08  0.08
H  -10.14  3.29  4.62  0.09
H  -8.59  1.54  4.94  0.12
H  -7.62  2.24  6.24  0.12
H  -6.18  0.81  4.94  0.12
H  -5.71  2.50  4.71  0.11
H  -7.14  2.39  2.69  0.08
H  -5.78  1.04  1.29  0.12
H  -5.00  0.41  2.73  0.12
H  -3.59  2.01  1.67  0.11
H  -4.07  2.73  3.19  0.12
H  -5.16  4.60  3.26  0.09
H  -6.63  4.37  2.28  0.07
H  -5.39  5.49  1.75  0.09
C  -0.90  -5.13  -1.08  -0.12
O  0.50  -5.31  -1.24  -0.20
C  0.90  -5.58  -2.58  -0.21
C  1.78  -4.47  -3.10  -0.21
N  1.03  -3.23  -3.28  -0.05
C  1.85  -2.07  -3.58  -0.20
C  2.80  -1.58  -2.49  -0.22
O  2.13  -1.07  -1.35  -0.19
C  1.84  -2.03  -0.34  -0.09
H  -1.08  -5.00  -0.02  0.09
H  -1.26  -4.25  -1.62  0.08
H  -1.45  -6.01  -1.42  0.09
H  0.03  -5.71  -3.23  0.12
H  1.46  -6.51  -2.58  0.12
H  2.21  -4.76  -4.06  0.13
H  2.61  -4.35  -2.38  0.09
H  0.50  -3.05  -2.43  0.07
H  1.17  -1.25  -3.82  0.11
H  2.43  -2.27  -4.48  0.12
H  3.37  -0.74  -2.91  0.12
H  3.53  -2.34  -2.19  0.11
H  2.59  -2.82  -0.29  0.07
H  0.85  -2.47  -0.50  0.08
H  1.81  -1.50  0.62  0.09
C  8.17  -7.46  0.56  -0.12
O  6.86  -7.85  0.94  -0.20
C  6.66  -7.88  2.35  -0.22
C  5.61  -6.88  2.75  -0.22
N  6.10  -5.52  2.57  -0.05
C  5.10  -4.48  2.74  -0.20
C  3.96  -4.42  1.73  -0.22
O  4.38  -4.07  0.42  -0.20
C  4.75  -5.15  -0.40  -0.09
H  8.22  -7.53  -0.53  0.09
H  8.39  -6.43  0.86  0.08
H  8.92  -8.12  0.99  0.09
H  7.60  -7.70  2.88  0.12
H  6.31  -8.89  2.61  0.12
H  5.35  -7.02  3.80  0.12
H  4.71  -7.08  2.15  0.11
H  6.49  -5.44  1.64  0.07
H  5.61  -3.52  2.72  0.12
H  4.66  -4.58  3.74  0.12
H  3.28  -3.62  2.05  0.12
H  3.37  -5.34  1.70  0.12
H  4.18  -6.05  -0.17  0.10
H  5.82  -5.37  -0.33  0.08
H  4.55  -4.86  -1.44  0.07

orbital gap	9.2	eV
SMILES string	CC[C@H](Cl)[C@@]1(S(=O)(=O)C(F)(F)F)OS(=O)(=O)O[C@]1(N)N(C)C(C)=O.COCCNCCOC.COCCNCCOC.COCCNCCOC
strongest force on any atom	1.53	eV/A
HOMO level	-8.8	eV
E_LUMO	0.01574	Eh

***

# C27H59NO2

A 4-piece molecular cluster, C27H59NO2 overall (wB97M-V/def2-TZVPD, the Open Molecules 2025 dataset).

Each line ends with the Löwdin charge.
CARTESIAN COORDINATES (ANGSTROEM)
C  -5.31  1.22  2.20  0.10
C  -4.11  1.14  2.12  -0.14
C  -2.66  0.95  1.94  -0.17
C  -2.27  1.26  0.49  -0.35
N  -2.18  2.72  0.34  0.06
C  -0.99  0.51  0.01  -0.17
O  -0.51  -0.48  0.89  -0.15
C  0.43  0.02  1.83  -0.21
C  1.78  0.40  1.22  -0.16
C  2.52  1.55  1.94  -0.16
C  1.67  2.80  2.18  -0.26
O  1.67  3.19  3.55  -0.07
H  -6.36  1.15  2.33  0.02
H  -2.17  1.64  2.63  0.11
H  -2.43  -0.07  2.24  0.12
H  -3.10  0.95  -0.14  0.13
H  -1.23  3.04  0.52  0.05
H  -2.43  3.02  -0.59  0.08
H  -0.24  1.25  -0.27  0.11
H  -1.26  -0.02  -0.92  0.11
H  -0.02  0.82  2.42  0.10
H  0.60  -0.81  2.53  0.13
H  1.69  0.65  0.16  0.11
H  2.41  -0.49  1.25  0.11
H  2.93  1.18  2.87  0.11
H  3.35  1.83  1.30  0.11
H  2.03  3.65  1.60  0.11
H  0.62  2.67  1.89  0.09
H  1.04  2.64  4.02  0.08
C  -2.97  -2.39  -6.01  -0.11
C  -1.58  -1.98  -5.52  -0.27
C  -0.70  -3.16  -5.13  -0.23
C  -1.24  -4.01  -3.97  -0.23
C  -1.49  -3.25  -2.67  -0.26
C  -0.23  -2.63  -2.08  -0.10
H  -3.53  -2.92  -5.24  0.06
H  -3.55  -1.52  -6.31  0.07
H  -2.89  -3.05  -6.88  0.07
H  -1.69  -1.29  -4.68  0.10
H  -1.08  -1.42  -6.31  0.10
H  0.30  -2.79  -4.87  0.10
H  -0.57  -3.81  -6.00  0.11
H  -0.52  -4.82  -3.77  0.10
H  -2.17  -4.50  -4.28  0.10
H  -1.92  -3.94  -1.94  0.11
H  -2.25  -2.47  -2.83  0.10
H  0.51  -3.40  -1.87  0.05
H  -0.46  -2.12  -1.14  0.05
H  0.22  -1.89  -2.75  0.07
C  0.72  9.88  0.49  -0.11
C  0.22  9.41  1.85  -0.27
C  1.00  8.21  2.40  -0.23
C  0.93  6.95  1.54  -0.23
C  -0.48  6.42  1.28  -0.27
C  -1.21  6.00  2.56  -0.10
H  0.62  9.11  -0.27  0.06
H  0.15  10.75  0.15  0.07
H  1.77  10.17  0.54  0.07
H  -0.85  9.16  1.78  0.10
H  0.30  10.23  2.56  0.10
H  0.64  7.99  3.41  0.10
H  2.05  8.50  2.51  0.11
H  1.51  6.17  2.04  0.10
H  1.42  7.13  0.58  0.10
H  -0.40  5.54  0.63  0.09
H  -1.07  7.16  0.74  0.10
H  -0.65  5.22  3.08  0.07
H  -2.19  5.59  2.32  0.07
H  -1.35  6.84  3.24  0.07
C  1.90  -8.21  2.44  -0.11
C  2.90  -7.55  1.50  -0.27
C  2.51  -6.12  1.12  -0.23
C  1.19  -5.98  0.37  -0.23
C  1.10  -6.78  -0.93  -0.27
C  2.12  -6.35  -1.97  -0.11
H  0.91  -8.30  1.99  0.06
H  2.23  -9.22  2.70  0.07
H  1.80  -7.64  3.37  0.07
H  3.01  -8.16  0.60  0.10
H  3.88  -7.53  1.98  0.10
H  3.32  -5.68  0.52  0.10
H  2.46  -5.51  2.03  0.11
H  1.02  -4.92  0.15  0.10
H  0.36  -6.28  1.03  0.10
H  0.09  -6.65  -1.35  0.10
H  1.20  -7.85  -0.73  0.10
H  2.00  -5.29  -2.22  0.06
H  2.00  -6.93  -2.89  0.07
H  3.14  -6.50  -1.62  0.07

orbital gap	9.9	eV
SMILES string	C#CC[C@@H](N)COCCCCO.CCCCCC.CCCCCC.CCCCCC
strongest force on any atom	0.86	eV/A
HOMO level	-9.3	eV
ΔE to the lowest compared entry with this formula, charge and spin	0.000	eV
E_LUMO	0.02381	Eh

***

# C27H60AsF6O21

C27H60AsF6O21 as an isolated structure at a distorted geometry (wB97M-V/def2-TZVPD, the Open Molecules 2025 dataset).

Each line ends with the Löwdin charge.
CARTESIAN COORDINATES (ANGSTROEM)
As  -0.19  0.31  -1.58  0.65
F  -1.33  -0.78  -0.88  -0.27
F  0.01  0.98  0.00  -0.26
F  0.98  1.44  -2.24  -0.26
F  -0.25  -0.45  -3.10  -0.24
F  -1.51  1.38  -1.94  -0.25
F  1.01  -0.82  -1.15  -0.25
C  4.48  1.55  -3.17  -0.10
O  4.92  0.29  -3.58  -0.19
C  4.10  -0.82  -3.29  -0.20
C  2.92  -1.04  -4.22  -0.21
O  3.51  -1.28  -5.50  -0.18
C  2.44  -1.46  -6.42  -0.11
H  4.01  1.46  -2.18  0.09
H  3.80  1.92  -3.96  0.08
H  5.31  2.27  -3.21  0.08
H  3.65  -0.70  -2.31  0.10
H  4.76  -1.70  -3.24  0.13
H  2.34  -0.12  -4.37  0.11
H  2.20  -1.87  -3.91  0.15
H  1.73  -0.64  -6.41  0.05
H  1.81  -2.36  -6.21  0.10
H  2.85  -1.58  -7.43  0.08
C  3.21  0.55  1.01  -0.13
O  3.31  0.49  2.40  -0.19
C  4.39  1.25  2.94  -0.18
C  4.57  0.91  4.46  -0.18
O  5.00  -0.41  4.74  -0.19
C  6.32  -0.69  4.34  -0.11
H  2.70  1.44  0.69  0.08
H  2.57  -0.27  0.77  0.07
H  4.17  0.46  0.43  0.10
H  4.11  2.29  2.90  0.12
H  5.27  1.07  2.30  0.11
H  3.67  1.08  5.03  0.11
H  5.22  1.71  4.92  0.14
H  7.11  -0.46  5.19  0.12
H  6.54  -0.11  3.41  0.08
H  6.34  -1.71  4.04  0.07
C  -1.54  2.23  -5.05  -0.05
O  -0.73  2.49  -6.26  -0.16
C  0.59  2.14  -6.01  -0.29
C  1.52  2.98  -6.76  -0.22
O  1.55  4.29  -6.19  -0.17
C  2.58  5.09  -6.77  -0.12
H  -2.53  2.62  -5.18  0.08
H  -0.91  2.60  -4.22  0.08
H  -1.63  1.17  -4.86  0.07
H  0.87  1.09  -6.25  0.11
H  0.78  2.16  -4.92  0.12
H  1.37  3.00  -7.86  0.14
H  2.50  2.48  -6.59  0.12
H  2.56  6.04  -6.26  0.08
H  2.45  5.32  -7.83  0.08
H  3.56  4.63  -6.64  0.08
C  -4.16  -3.78  -1.58  0.03
O  -3.64  -5.07  -1.01  0.00
C  -3.58  -5.20  0.28  -0.62
O  -4.03  -4.53  1.18  0.12
O  -3.07  -6.47  0.46  -0.03
C  -2.16  -6.59  1.62  0.00
H  -3.63  -2.90  -1.14  0.09
H  -5.24  -3.74  -1.42  0.09
H  -4.02  -3.91  -2.67  0.10
H  -2.44  -5.99  2.49  0.09
H  -1.15  -6.38  1.33  0.07
H  -2.15  -7.66  1.87  0.10
C  -6.27  3.36  0.22  0.01
O  -7.31  2.49  -0.41  0.00
C  -7.20  1.18  -0.53  -0.61
O  -7.86  0.59  -1.32  0.13
O  -6.30  0.64  0.33  -0.02
C  -6.07  -0.76  0.25  -0.05
H  -6.10  2.98  1.21  0.06
H  -6.69  4.40  0.26  0.11
H  -5.35  3.32  -0.37  0.10
H  -6.79  -1.31  -0.36  0.09
H  -6.13  -1.19  1.26  0.10
H  -5.07  -1.01  -0.03  0.08
C  -3.50  2.31  1.60  0.04
O  -3.88  3.76  1.81  -0.03
C  -3.98  4.32  3.02  -0.62
O  -4.32  5.43  3.20  0.16
O  -3.67  3.45  4.02  -0.04
C  -3.40  3.98  5.32  -0.04
H  -2.65  2.02  2.16  0.06
H  -3.22  2.23  0.59  0.07
H  -4.41  1.70  1.84  0.10
H  -2.92  3.21  5.99  0.11
H  -4.25  4.36  5.82  0.08
H  -2.71  4.78  5.17  0.09
C  -0.44  -2.53  2.12  0.03
O  0.35  -3.75  1.93  0.00
C  0.25  -4.61  2.92  -0.64
O  -0.36  -4.42  3.97  0.08
O  0.96  -5.74  2.75  -0.02
C  1.81  -5.86  1.56  -0.03
H  0.15  -1.82  2.66  0.08
H  -1.36  -2.67  2.66  0.10
H  -0.58  -2.09  1.15  0.07
H  1.33  -5.44  0.64  0.10
H  1.95  -6.96  1.48  0.10
H  2.74  -5.30  1.67  0.09
C  1.74  -1.66  5.39  0.03
O  1.76  -0.48  6.31  0.01
C  1.16  0.65  6.02  -0.59
O  1.06  1.57  6.79  0.11
O  0.57  0.65  4.74  -0.06
C  0.12  1.84  4.06  -0.03
H  1.98  -1.32  4.41  0.07
H  0.75  -2.13  5.36  0.09
H  2.39  -2.41  5.82  0.09
H  0.29  2.82  4.54  0.10
H  -0.95  1.78  3.86  0.07
H  0.58  1.88  3.11  0.07

orbital gap	9.5	eV
strongest force on any atom	2.98	eV/A
HOMO level	-7.3	eV
total charge	-1
E_LUMO	0.07934	Eh

***

> Look up the strongest force on any atom of the third one.

0.86 eV/A

***

> Which of these has the lowest orbital gap?

C27H59BF3N2O4Si2

***

> Among the records above, which one has the highest E_LUMO?

C27H60AsF6O21

***

> Among the records above, which one has the lowest E_LUMO?

C27H59BF3N2O4Si2